[1]
# C3H4O2Tl

A structure of composition C3H4O2Tl (ωB97M-V/def2-TZVPD, OMol25).

The geometry in XYZ format:
```
10
C3H4O2Tl (ωB97M-V/def2-TZVPD)
O -0.5819 -1.1268 -0.4492
C -0.1611 0.0409 0.1483
Tl -0.2838 2.1564 -0.6468
O -0.9568 0.9094 0.6928
C 0.7318 -1.7393 -0.3246
H 0.6661 -2.6472 0.2869
H 1.1386 -1.9633 -1.3182
C 1.3218 -0.5026 0.3568
H 1.5128 -0.5811 1.4361
H 2.2448 -0.1257 -0.0970
```

## Properties
F_max, Eh/bohr: 0.14018
Total charge: +2
Spin multiplicity: 2
LUMO energy (alpha / beta), eV: -11.8 / -15.1
<S²>: 0.76
Relative energy (zero: lowest compared OMol25 entry of this formula, charge and spin), kJ/mol: 50.5


[2]
# C3H4O3

The molecule C3H4O3 (ωB97M-V/def2-TZVPD, OMol25).

The geometry in XYZ format:
```
10
C3H4O3 (ωB97M-V/def2-TZVPD)
C 1.1090 0.4845 0.0667
C 0.0817 -0.5907 -0.0175
O 0.5692 -1.7728 -0.2412
C -1.3863 -0.4265 0.1282
O -1.9021 -1.4552 0.1086
O -1.8024 0.7809 -0.2095
H 1.2954 0.9618 1.1520
H 1.9878 -0.2368 0.1477
H 1.0457 1.0018 -0.8832
H -0.9980 1.2530 -0.2518
```

## Properties
F_max, Eh/bohr: 0.13480
SMILES string: CC(=O)C(=O)O
Spin multiplicity: 1
LUMO energy, eV: -0.5
Relative energy (zero: lowest compared OMol25 entry of this formula, charge and spin), kJ/mol: 260.7


[3]
# C3H4O3

A structure of composition C3H4O3 (ωB97M-V/def2-TZVPD, OMol25).

The geometry in XYZ format:
```
10
C3H4O3 (ωB97M-V/def2-TZVPD)
C 0.0751 0.1981 1.6910
O -0.6563 -0.0852 0.4943
C -0.0941 0.3457 -0.6211
O 0.8818 1.0113 -0.7777
C -0.3598 -1.1633 -1.8515
O -0.9633 -0.0063 -1.7013
H -0.5861 -0.0866 2.5094
H 0.9945 -0.3915 1.7248
H 0.3177 1.2615 1.7433
H -0.7766 -1.6882 -2.7217
```

## Properties
F_max, Eh/bohr: 0.02399
Spin multiplicity: 1
LUMO energy, eV: 0.2
Relative energy (zero: lowest compared OMol25 entry of this formula, charge and spin), kJ/mol: 392.3


[4]
# C3H4O3

The molecule C3H4O3 (ωB97M-V/def2-TZVPD, OMol25).

The geometry in XYZ format:
```
10
C3H4O3 (ωB97M-V/def2-TZVPD)
O 0.5605 2.2641 1.0510
C 0.5207 1.2295 0.5133
C 0.5463 0.0734 -0.1637
O 1.6930 -0.2518 -0.8521
C -0.5644 -0.8594 0.2459
O -1.5517 0.0987 0.6122
H 1.4987 -0.2263 -1.7975
H -0.2931 -1.4866 1.1055
H -0.9577 -1.5073 -0.5498
H -1.4523 0.6656 -0.1646
```

## Properties
F_max, Eh/bohr: 0.02062
SMILES string: O=C=C(O)CO
Spin multiplicity: 1
LUMO energy, eV: 0.4
Relative energy (zero: lowest compared OMol25 entry of this formula, charge and spin), kJ/mol: 272.5


[5]
# C3H4O3

The molecule C3H4O3 (ωB97M-V/def2-TZVPD, OMol25).

The geometry in XYZ format:
```
10
C3H4O3 (ωB97M-V/def2-TZVPD)
O 1.8817 0.7501 -0.1662
C 1.3726 -0.3987 0.4573
C -0.0972 -0.6456 0.5149
O -0.6788 0.3500 -0.1637
C -2.0629 0.2626 -0.3622
O -2.6441 -0.7454 -0.5838
H 1.2031 1.0743 -0.7728
H 1.7579 -1.3296 -0.0041
H 1.7315 -0.4326 1.4958
H -2.4858 1.2744 -0.3277
```

## Properties
F_max, Eh/bohr: 0.01418
Spin multiplicity: 1
LUMO energy, eV: 0.1
Relative energy (zero: lowest compared OMol25 entry of this formula, charge and spin), kJ/mol: 366.1


[6]
# C3H4O3

The molecule C3H4O3 (ωB97M-V/def2-TZVPD, OMol25).

The geometry in XYZ format:
```
10
C3H4O3 (ωB97M-V/def2-TZVPD)
O 0.0630 -0.1545 1.8995
C -0.7528 -0.3223 1.0185
C -0.3690 0.0619 -0.3993
O -0.2268 1.4599 -0.1773
C 0.9637 -0.5084 -0.8822
O 1.0730 -1.2556 -1.8203
H -1.8130 -0.5322 1.2354
H -1.1392 -0.1386 -1.1511
H 0.2765 1.4807 0.6615
H 1.8440 -0.1376 -0.3188
```

## Properties
F_max, Eh/bohr: 0.01468
SMILES string: O=CC(O)C=O
Spin multiplicity: 1
LUMO energy, eV: 0.0
Relative energy (zero: lowest compared OMol25 entry of this formula, charge and spin), kJ/mol: 197.1


[7]
# C3H4O3S

The molecule C3H4O3S (ωB97M-V/def2-TZVPD, OMol25).

The geometry in XYZ format:
```
11
C3H4O3S (ωB97M-V/def2-TZVPD)
O 1.0457 1.2101 -1.1915
C 1.1495 0.2303 -0.3577
O 2.2773 -0.5391 -0.4177
C 0.0962 -0.3792 0.5815
C -1.1448 0.3515 0.1880
O -1.2619 1.5524 0.4556
S -2.4448 -0.4958 -0.6909
H 2.5788 -1.2265 0.3389
H 0.2926 -0.2083 1.6724
H 0.2003 -1.4534 0.4488
H -2.7888 0.9580 -1.0272
```

## Properties
F_max, Eh/bohr: 0.13269
SMILES string: O=C(O)CC(=O)S
Spin multiplicity: 1
LUMO energy, eV: 0.1
Relative energy (zero: lowest compared OMol25 entry of this formula, charge and spin), kJ/mol: 226.4


[8]
# C3H4O3S

A structure of composition C3H4O3S (ωB97M-V/def2-TZVPD, OMol25).

The geometry in XYZ format:
```
11
C3H4O3S (ωB97M-V/def2-TZVPD)
C 0.8711 0.8779 0.2645
C -0.0049 1.0722 -0.9543
C -0.2812 -0.0426 0.0056
O -0.5144 -3.0091 1.4658
O -1.3895 -0.0766 0.7946
O 0.0530 -1.3891 -0.3539
S -1.0945 -2.2194 0.4450
H 1.8716 0.5078 0.1020
H 0.7748 1.5540 1.0998
H -0.7115 1.8868 -0.9542
H 0.4255 0.8383 -1.9149
```

## Properties
F_max, Eh/bohr: 0.06979
Spin multiplicity: 1
LUMO energy, eV: -1.6
Relative energy (zero: lowest compared OMol25 entry of this formula, charge and spin), kJ/mol: 427.4


[9]
# C3H4O3S

The molecule C3H4O3S (ωB97M-V/def2-TZVPD, OMol25).

The geometry in XYZ format:
```
11
C3H4O3S (ωB97M-V/def2-TZVPD)
C -0.0592 0.0140 -0.7280
C 0.0677 -0.1067 0.7236
C -1.2742 -0.6590 -0.0235
O -4.6063 0.9538 -0.0871
O -1.6926 -1.8365 0.0128
O -2.2421 0.3547 0.0356
S -3.8040 -0.2590 0.0418
H -0.3576 0.9700 -0.9646
H 0.5082 -0.5875 -1.6147
H 0.6269 -0.9737 1.0488
H 0.0179 0.7548 1.3827
```

## Properties
F_max, Eh/bohr: 0.07048
Spin multiplicity: 1
LUMO energy (alpha / beta), eV: -1.8 / -0.8
Relative energy (zero: lowest compared OMol25 entry of this formula, charge and spin), kJ/mol: 478.9


[10]
# C3H4O3Tm

A structure of composition C3H4O3Tm (ωB97M-V/def2-TZVPD, OMol25).

The geometry in XYZ format:
```
11
C3H4O3Tm (ωB97M-V/def2-TZVPD)
O -1.0836 1.4596 -0.2861
C -2.0028 0.5150 0.0666
C -1.4644 -0.8794 -0.0137
O -0.3900 -1.0931 -0.5768
Tm 0.9029 0.8440 -0.8459
H -2.9186 0.5096 -0.5696
H -2.3961 0.6146 1.1053
H -2.1135 -1.7254 0.2756
C 3.0434 0.5998 0.4251
O 3.7560 -0.4419 0.0428
H 4.6666 -0.4027 0.3765
```

## Properties
F_max, Eh/bohr: 0.05470
Total charge: +1
Spin multiplicity: 3
LUMO energy (alpha / beta), eV: -4.8 / -4.7
<S²>: 2.03
Relative energy (zero: lowest compared OMol25 entry of this formula, charge and spin), kJ/mol: 220.6


[11]
# C3H4O3Yb

A structure of composition C3H4O3Yb (ωB97M-V/def2-TZVPD, OMol25).

The geometry in XYZ format:
```
11
C3H4O3Yb (ωB97M-V/def2-TZVPD)
H -2.9053 -1.6751 -0.1725
O -1.9862 -1.2722 -0.1097
C 0.5617 -0.0004 -1.4939
C 1.0856 0.0891 -0.2535
O 1.3743 1.2809 0.3443
C 1.1656 1.5085 1.7251
O 0.1493 0.9228 2.1631
Yb -1.6546 0.0174 1.5281
H 0.2861 0.8927 -2.0605
H 0.5141 -0.9738 -1.9842
H 1.4096 -0.7899 0.3138
```

## Properties
F_max, Eh/bohr: 0.04509
Spin multiplicity: 1
LUMO energy, eV: -1.4
Relative energy (zero: lowest compared OMol25 entry of this formula, charge and spin), kJ/mol: 164.1


[12]
# C3H4O4

The molecule C3H4O4 (ωB97M-V/def2-TZVPD, OMol25).

The geometry in XYZ format:
```
11
C3H4O4 (ωB97M-V/def2-TZVPD)
O -2.6947 -0.2136 -0.0008
C -1.5095 -0.1975 0.1184
O -0.6427 -1.5329 -0.0973
C -0.4032 0.6552 0.0979
O -0.4206 2.0046 -0.1851
C 0.7759 -0.1158 0.2130
O 1.8033 0.1603 -0.6038
H -0.4833 -2.1347 0.6496
H -0.1410 2.1434 -1.1011
H 1.0747 -0.6331 1.1239
H 2.6410 -0.1359 -0.2147
```

## Properties
F_max, Eh/bohr: 0.02799
SMILES string: O=C(O)/C(O)=C/O
Spin multiplicity: 1
LUMO energy, eV: 0.1
Relative energy (zero: lowest compared OMol25 entry of this formula, charge and spin), kJ/mol: 342.6